Run w
13
Properties=species:S:1:pos:R:3:nbo_charge:R:1 method="wB97M-V/def2-TZVPD" homo_ev=-9.783 gap_ev=10.2 charge=0
N -0.761 1.152 0.872 -0.388
O 1.369 -1.845 1.392 -0.575
H -1.514 -1.736 -1.559 0.111
N 0.057 -0.864 -0.207 -0.646
H -0.475 3.054 0.129 0.215
H -0.951 -0.769 1.666 0.200
C -0.667 -0.094 0.809 0.263
C 1.009 -1.737 0.234 0.532
H -0.037 1.734 -1.116 0.198
H 1.036 2.223 0.306 0.218
S -0.465 -0.930 -1.844 0.212
H 1.433 -2.269 -0.641 0.122
C -0.033 2.080 -0.040 -0.463

***

Run x
13
Properties=species:S:1:pos:R:3:nbo_charge:R:1 method="wB97M-V/def2-TZVPD" homo_ev=-8.590 gap_ev=9.1 charge=0
N 0.263 1.112 0.147 -0.362
H -2.837 0.282 -0.143 0.218
O -1.020 1.536 -0.278 -0.361
H 1.006 1.692 -0.435 0.416
C 0.362 -0.257 -0.028 0.177
S -1.020 -1.234 -0.056 0.325
H -1.981 0.609 1.281 0.187
C -1.836 0.416 0.182 -0.225
N 1.548 -0.846 -0.043 -0.492
C 2.551 0.163 0.064 -0.511
H 2.282 1.058 0.727 0.203
H 3.336 0.268 -1.017 0.212
H 3.525 -0.237 0.683 0.214

***

Run y
13
Properties=species:S:1:pos:R:3:nbo_charge:R:1 method="wB97M-V/def2-TZVPD" homo_ev=-8.543 gap_ev=9.3 charge=0
H -1.111 -0.065 -2.991 0.226
H -2.234 1.246 -2.424 0.233
N 0.622 -0.098 -0.704 -0.621
O -0.110 -0.499 3.559 -0.563
H -0.927 0.082 1.846 0.140
C -1.216 0.835 -2.350 -0.759
S -0.980 0.478 -0.621 0.378
N 1.045 -0.645 1.618 -0.649
H 1.791 -1.119 2.148 0.415
C 1.324 -0.526 0.259 0.256
H 2.318 -0.878 -0.046 0.188
H -0.444 1.527 -2.664 0.228
C -0.077 -0.337 2.370 0.528

***

Run z
13
Properties=species:S:1:pos:R:3:nbo_charge:R:1 method="wB97M-V/def2-TZVPD" homo_ev=-8.763 smiles="N[C@@H]1CSNC1=O" gap_ev=9.2 charge=0
O 1.227 1.909 -0.070 -0.570
S -2.117 0.272 -0.418 0.351
H -1.162 -1.044 1.538 0.226
H -1.314 -2.008 -0.153 0.265
H 2.513 -0.748 -0.239 0.395
H 0.761 -0.318 1.456 0.235
H -1.083 2.320 -0.728 0.412
N 1.379 -1.018 -0.582 -0.875
C -1.061 -0.985 0.434 -0.554
C 0.378 -0.363 0.348 -0.171
H 1.372 -0.767 -1.820 0.392
C 0.235 1.149 0.074 0.654
N -1.127 1.602 0.162 -0.761

***

Question: which arrangement is favored energetically? Ranking from most to least stable: run y, run w, run z, run x.